Record 1
A 6-piece molecular cluster, C24H63ClN5O6 overall at a distorted geometry, computed with the ωB97M-V functional and the def2-TZVPD basis.

Last column: Mulliken charge in e.
Geometry (Å):
C1 0.713 6.833 0.525  -0.569
C2 -0.513 7.928 0.800  0.263
O1 -0.812 8.730 -0.397  -0.481
C3 -1.805 7.177 1.475  -0.598
C4 -3.256 7.557 0.815  -0.610
Cl1 -3.422 6.474 -0.717  -0.383
H1 1.457 7.173 -0.315  0.040
H2 0.220 5.807 0.254  0.106
H3 1.356 6.699 1.514  0.217
H4 -0.082 8.663 1.628  0.201
H5 -0.484 9.681 -0.231  0.295
H6 -1.855 7.476 2.613  0.298
H7 -1.673 6.008 1.394  0.101
H8 -3.294 8.657 0.406  0.083
C5 5.810 4.765 -3.161  -1.488
C6 4.311 4.473 -3.187  0.319
C7 3.449 5.627 -2.625  -0.791
O2 3.443 5.713 -1.197  -0.113
C8 4.555 6.405 -0.646  -0.906
N1 4.058 3.213 -2.473  -0.729
H9 6.236 4.689 -2.158  0.256
H10 6.348 4.048 -3.791  0.373
H11 6.020 5.768 -3.547  0.352
H12 4.029 4.334 -4.238  0.459
H13 2.407 5.437 -2.912  0.323
H14 3.721 6.590 -3.073  0.468
H15 4.885 7.230 -1.283  0.370
H16 5.374 5.707 -0.466  0.260
H17 4.253 6.814 0.322  0.283
H18 3.070 2.976 -2.571  0.305
H19 4.161 3.406 -1.472  0.264
C9 2.676 2.531 0.977  -1.139
C10 1.248 2.120 0.625  0.734
C11 0.726 0.928 1.461  -0.955
O3 1.233 -0.345 1.048  -0.214
C12 2.514 -0.664 1.570  -0.746
N2 1.174 1.841 -0.817  -0.639
H20 3.423 1.838 0.585  0.324
H21 2.903 3.517 0.555  -0.060
H22 2.807 2.598 2.062  0.405
H23 0.603 2.980 0.841  0.166
H24 -0.360 0.871 1.321  0.390
H25 0.891 1.084 2.533  0.383
H26 2.656 -0.276 2.583  0.348
H27 3.292 -0.289 0.903  0.278
H28 2.605 -1.753 1.602  0.162
H29 0.201 1.655 -1.063  0.298
H30 1.638 0.942 -0.976  0.303
C13 -1.125 -5.609 3.507  -1.306
C14 -0.586 -4.298 4.076  0.275
C15 0.444 -3.604 3.154  0.016
O4 1.747 -4.193 3.182  -0.420
C16 1.898 -5.325 2.337  -0.385
N3 -0.029 -4.551 5.413  -0.753
H31 -0.405 -6.427 3.579  0.277
H32 -2.020 -5.923 4.058  0.370
H33 -1.407 -5.492 2.456  0.226
H34 -1.440 -3.619 4.183  0.448
H35 0.579 -2.578 3.515  0.304
H36 0.075 -3.523 2.125  -0.232
H37 1.314 -5.235 1.416  0.039
H38 1.623 -6.232 2.878  0.248
H39 2.954 -5.409 2.069  0.284
H40 0.247 -3.659 5.824  0.286
H41 0.861 -5.041 5.282  0.326
C17 -0.746 -5.700 -3.952  -1.394
C18 -0.749 -6.794 -2.886  0.285
C19 -1.371 -6.343 -1.544  -0.608
O5 -0.513 -5.520 -0.747  -0.264
C20 -0.524 -4.145 -1.103  -0.384
N4 0.624 -7.289 -2.706  -0.782
H42 0.018 -4.940 -3.773  0.269
H43 -0.540 -6.131 -4.939  0.348
H44 -1.719 -5.202 -4.005  0.347
H45 -1.363 -7.617 -3.272  0.433
H46 -1.556 -7.241 -0.942  0.353
H47 -2.346 -5.863 -1.691  0.274
H48 -1.510 -3.813 -1.440  0.318
H49 0.229 -3.954 -1.869  0.253
H50 -0.247 -3.565 -0.218  -0.100
H51 0.603 -8.079 -2.061  0.278
H52 1.140 -6.570 -2.189  0.343
C21 -5.246 -1.782 -2.039  -1.472
C22 -5.249 -2.875 -0.973  0.152
C23 -5.871 -2.425 0.370  -0.709
O6 -5.013 -1.602 1.167  -0.350
C24 -5.024 -0.227 0.811  -0.615
N5 -3.876 -3.370 -0.793  -0.385
H53 -4.482 -1.022 -1.860  0.305
H54 -5.040 -2.213 -3.026  0.347
H55 -6.219 -1.283 -2.091  0.367
H56 -5.863 -3.699 -1.359  0.369
H57 -6.056 -3.323 0.971  0.326
H58 -6.846 -1.945 0.223  0.441
H59 -6.010 0.106 0.474  0.304
H60 -4.271 -0.035 0.044  0.201
H61 -4.747 0.353 1.695  0.253
H62 -3.897 -4.161 -0.147  0.197
H63 -3.360 -2.652 -0.276  0.290

## Properties
- largest force on an atom (eV/A) = 2.68
- energy above the lowest of the compared OMol25 structures with the same formula, charge and spin (kcal/mol) = 30.3
- highest occupied orbital energy (eV) = -1.5423
- energy (a.u.) = -2137.4175
- Kohn-Sham gap (Eh) = 0.12645
- multiplicity = 1
- net charge = -1



Record 2
A 6-piece molecular cluster, C24H63N3O9 overall at a distorted geometry, computed with the ωB97M-V functional and the def2-TZVPD basis.

Last column: Mulliken charge in e.
Geometry (Å):
C1 -20.846 31.499 10.172  -0.862
O1 -19.648 31.086 9.535  -0.352
C2 -19.265 29.785 9.914  -0.731
C3 -17.822 29.503 9.351  -0.752
N1 -17.942 29.463 7.871  -0.226
C4 -16.699 29.627 7.192  -0.991
C5 -16.748 29.663 5.600  -0.789
O2 -17.279 30.949 5.297  -0.113
C6 -17.487 31.221 3.906  -0.339
H1 -20.718 31.716 11.232  0.288
H2 -21.588 30.706 10.073  0.390
H3 -21.048 32.422 9.628  0.228
H4 -19.941 29.047 9.482  0.285
H5 -19.290 29.611 10.990  0.483
H6 -17.364 28.601 9.755  0.462
H7 -17.178 30.318 9.680  0.372
H8 -18.606 30.186 7.636  0.168
H9 -16.090 28.782 7.512  0.553
H10 -16.128 30.493 7.528  0.372
H11 -17.283 28.821 5.161  0.326
H12 -15.777 29.642 5.105  0.486
H13 -18.132 30.518 3.379  0.330
H14 -16.536 31.308 3.381  0.464
H15 -17.977 32.191 3.985  -0.453
C7 -20.705 35.728 4.060  -0.646
O3 -20.988 34.437 3.707  -0.378
C8 -20.261 33.874 2.629  0.149
C9 -20.754 32.400 2.462  -0.216
N2 -20.013 31.650 1.477  -0.313
C10 -20.346 30.193 1.485  -0.443
C11 -19.329 29.315 0.649  -0.778
O4 -19.457 29.543 -0.774  -0.306
C12 -19.114 28.540 -1.709  -0.742
H16 -21.019 36.486 3.343  0.330
H17 -19.642 35.825 4.277  0.150
H18 -21.179 36.042 4.990  0.275
H19 -19.226 33.977 2.953  -0.363
H20 -20.310 34.456 1.709  0.427
H21 -21.781 32.330 2.104  0.548
H22 -20.714 31.947 3.453  -0.180
H23 -20.478 31.941 0.629  0.296
H24 -21.340 30.024 1.070  0.625
H25 -20.485 29.801 2.493  0.094
H26 -19.532 28.270 0.883  0.464
H27 -18.291 29.516 0.916  0.306
H28 -19.448 28.873 -2.692  0.228
H29 -19.585 27.592 -1.449  0.319
H30 -18.043 28.349 -1.635  0.292
C13 -9.167 35.735 9.843  -0.757
O5 -10.391 35.510 9.152  -0.314
C14 -11.518 35.463 10.022  -0.571
C15 -12.761 35.105 9.194  -0.719
N3 -12.881 36.031 8.073  -0.308
C16 -14.062 35.756 7.279  -0.458
C17 -14.263 36.868 6.293  -0.500
O6 -13.132 37.083 5.424  -0.318
C18 -13.385 38.185 4.652  -0.749
H31 -9.162 35.264 10.826  0.307
H32 -8.984 36.807 9.921  0.285
H33 -8.316 35.324 9.300  0.240
H34 -11.701 36.402 10.545  0.325
H35 -11.368 34.752 10.834  0.458
H36 -13.552 35.184 9.941  0.360
H37 -12.751 34.056 8.898  0.365
H38 -12.047 35.801 7.552  0.266
H39 -14.943 35.677 7.916  0.210
H40 -13.990 34.805 6.751  0.452
H41 -14.504 37.765 6.864  0.340
H42 -15.120 36.596 5.676  0.272
H43 -14.178 38.032 3.920  0.253
H44 -12.473 38.248 4.059  0.283
H45 -13.482 39.109 5.223  0.321
C19 -20.811 30.208 5.852  -0.176
C20 -21.138 29.112 6.838  -0.047
O7 -20.082 28.149 6.783  -0.695
H46 -20.991 29.869 4.832  0.154
H47 -19.773 30.532 5.782  -0.262
H48 -21.465 31.039 6.115  0.277
H49 -22.135 28.702 6.679  0.439
H50 -21.211 29.611 7.805  -0.219
H51 -19.269 28.525 7.128  0.571
C21 -16.227 34.939 2.998  0.175
C22 -14.958 34.711 2.141  -0.316
O8 -15.372 34.631 0.802  -0.550
H52 -16.779 33.999 2.973  -0.124
H53 -16.827 35.757 2.598  0.390
H54 -15.957 35.156 4.031  -0.399
H55 -14.418 33.783 2.329  0.273
H56 -14.201 35.483 2.281  0.219
H57 -16.173 34.101 0.808  0.308
C23 -17.432 34.530 6.904  -1.037
C24 -18.346 33.357 7.230  0.789
O9 -18.825 33.505 8.522  -0.623
H58 -16.733 34.652 7.731  0.236
H59 -17.927 35.455 6.607  0.382
H60 -16.767 34.298 6.072  0.131
H61 -17.779 32.428 7.175  -0.340
H62 -19.185 33.233 6.545  0.142
H63 -19.319 32.737 8.819  0.521

## Properties
- largest force on an atom (eV/A) = 2.77
- energy above the lowest of the compared OMol25 structures with the same formula, charge and spin (kcal/mol) = 45.7
- highest occupied orbital energy (eV) = -8.9184
- SMILES string = COCCNCCOC.COCCNCCOC.COCCNCCOC.CCO.CCO.CCO
- energy (a.u.) = -1793.4082
- Kohn-Sham gap (Eh) = 0.35356
- multiplicity = 1



| no. | E_LUMO (eV) |
| --- | --- |
| 1 | 1.899 |
| 2 | 0.703 |